No. 1
Density functional theory data (wB97M-V/def2-TZVPD) for a molecular structure, C45H36N8O10SiTc.

Values from the calculation:
E = -89721.6631 eV
expectation value of S² = 3.77
relative energy (zero: lowest compared OMol25 entry of this formula, charge and spin) = 0.0000 eV
maximum force = 0.62 eV/A
frontier orbital gap (spin up / spin down) = 8.0374 / 7.6577 eV

ORCA input file:
```
! RIJCOSX wB97M-V def2-TZVPD def2/J DEFGRID3
* xyz 0 4
Tc -0.038 -0.944 1.205
O 2.635 -3.617 2.843
C 1.760 -2.845 2.561
N 1.661 -2.033 1.436
C 2.529 -2.126 0.353
O 3.502 -2.823 0.238
C 2.122 -1.173 -0.755
C 2.973 -0.885 -1.796
C 2.607 0.104 -2.694
C 1.399 0.765 -2.524
C 0.579 0.404 -1.475
N 0.940 -0.555 -0.619
C 0.582 -2.635 3.501
C 0.418 -3.411 4.624
C -0.694 -3.192 5.423
C -1.594 -2.192 5.086
C -1.367 -1.447 3.946
N -0.300 -1.679 3.175
H 3.911 -1.418 -1.852
H 3.269 0.378 -3.506
H 1.098 1.569 -3.181
H -0.378 0.878 -1.293
H 1.157 -4.172 4.832
H -0.860 -3.800 6.303
H -2.470 -1.991 5.688
H -2.034 -0.659 3.623
O -3.520 0.051 -0.556
C -2.835 -0.618 0.179
O -1.784 -0.099 0.811
C -3.182 -2.035 0.512
C -4.513 -2.390 0.487
C -4.879 -3.686 0.804
C -3.946 -4.634 1.145
C -2.611 -4.282 1.143
C -2.181 -2.982 0.819
O -0.909 -2.682 0.802
N -1.663 -5.338 1.562
O -2.141 -6.329 2.082
O -0.485 -5.199 1.314
N -6.303 -4.059 0.799
O -7.108 -3.186 0.548
O -6.584 -5.216 1.033
H -5.259 -1.657 0.214
H -4.243 -5.637 1.408
C 1.941 4.199 3.705
C 1.290 2.820 3.535
C 2.133 1.777 4.283
C -0.127 2.843 4.124
Si 1.163 2.314 1.735
O 0.695 0.739 1.724
C 0.022 3.461 0.802
C -1.187 3.015 0.257
C -2.023 3.875 -0.447
C -1.670 5.206 -0.615
C -0.480 5.675 -0.071
C 0.354 4.812 0.626
C 2.845 2.276 0.886
C 3.302 3.212 -0.049
C 4.552 3.088 -0.647
C 5.379 2.021 -0.320
C 4.949 1.075 0.600
C 3.696 1.202 1.188
H 2.110 4.406 4.768
H 1.305 4.998 3.319
H 2.912 4.258 3.202
H 2.168 2.018 5.352
H 3.165 1.756 3.920
H 1.718 0.771 4.178
H -0.094 3.104 5.188
H -0.611 1.864 4.037
H -0.763 3.575 3.620
H -1.497 1.985 0.394
H -2.952 3.494 -0.856
H -2.319 5.879 -1.161
H -0.202 6.715 -0.188
H 1.275 5.208 1.039
H 2.668 4.041 -0.339
H 4.882 3.828 -1.367
H 6.356 1.929 -0.779
H 5.584 0.235 0.856
H 3.369 0.448 1.898
N -0.498 1.829 -10.003
C -0.568 1.273 -9.000
C -0.655 0.573 -7.738
C -0.443 -0.801 -7.689
C -0.530 -1.472 -6.482
C -0.809 -0.766 -5.321
C -1.018 0.607 -5.364
C -0.952 1.275 -6.573
N -0.882 -1.446 -4.080
C -0.117 -2.526 -3.676
C -0.529 -2.814 -2.412
N -1.523 -1.940 -2.025
C -1.714 -1.147 -3.041
H -0.225 -1.343 -8.599
H -0.397 -2.545 -6.442
H -1.230 1.150 -4.452
H -1.114 2.343 -6.617
H 0.651 -2.949 -4.301
H -0.163 -3.581 -1.745
H -2.451 -0.358 -3.085
*
```

=====

No. 2
Density functional theory data (wB97M-V/def2-TZVPD) for a molecular structure, C45H37ClO2P2PdS3.

Values from the calculation:
E = -118445.8141 eV
maximum force = 1.17 eV/A
frontier orbital gap = 4.5430 eV

ORCA input file:
```
! RIJCOSX wB97M-V def2-TZVPD def2/J DEFGRID3
* xyz -2 1
Pd 0.464 -0.699 -0.003
O -2.565 0.360 0.768
S -1.144 0.739 0.567
C -1.255 2.007 -0.737
C -1.565 3.347 -0.512
C -1.938 4.167 -1.561
C -1.965 3.666 -2.850
C -1.568 2.364 -3.091
C -1.190 1.510 -2.051
P -0.551 -0.191 -2.354
C -2.035 -1.184 -1.846
C -1.848 -2.416 -1.222
C -2.941 -3.172 -0.820
C -4.227 -2.686 -1.004
C -4.420 -1.461 -1.623
C -3.331 -0.724 -2.060
C -0.856 -0.352 -4.172
C -0.063 0.422 -5.032
C -0.071 0.219 -6.399
C -0.846 -0.795 -6.950
C -1.582 -1.615 -6.109
C -1.582 -1.403 -4.736
C -0.772 1.704 2.043
C -1.714 2.608 2.509
C -1.427 3.393 3.612
C -0.201 3.252 4.247
C 0.683 2.259 3.857
C 0.390 1.436 2.771
P 1.337 -0.082 2.362
C 0.007 -1.329 2.784
C -1.123 -1.050 3.547
C -2.121 -2.006 3.718
C -1.974 -3.271 3.183
C -0.810 -3.593 2.493
C 0.156 -2.625 2.270
C 2.292 -0.292 3.940
C 3.503 0.401 4.043
C 4.367 0.178 5.102
C 4.059 -0.771 6.068
C 2.877 -1.490 5.964
C 2.004 -1.258 4.909
H -1.519 3.760 0.481
H -2.210 5.197 -1.365
H -2.289 4.290 -3.675
H -1.578 1.999 -4.106
H -0.835 -2.770 -1.059
H -2.790 -4.133 -0.344
H -5.078 -3.256 -0.648
H -5.423 -1.068 -1.748
H -3.481 0.231 -2.551
H 0.577 1.186 -4.601
H 0.548 0.836 -7.041
H -0.852 -0.958 -8.022
H -2.155 -2.439 -6.522
H -2.154 -2.063 -4.097
H -2.675 2.661 2.013
H -2.151 4.116 3.968
H 0.054 3.902 5.077
H 1.601 2.108 4.407
H -1.244 -0.080 4.008
H -3.026 -1.739 4.252
H -2.761 -4.008 3.300
H -0.670 -4.594 2.102
H 1.063 -2.885 1.739
H 3.752 1.141 3.290
H 5.288 0.746 5.167
H 4.737 -0.954 6.894
H 2.631 -2.234 6.715
H 1.080 -1.817 4.845
Cl 2.142 -1.990 -3.575
C 2.877 -0.664 -2.695
C 3.559 0.293 -3.429
C 4.255 1.295 -2.773
C 4.228 1.337 -1.379
C 3.553 0.377 -0.662
C 2.856 -0.688 -1.285
C 2.251 -1.753 -0.505
H 3.570 0.230 -4.511
H 4.824 2.021 -3.343
H 4.751 2.124 -0.849
H 3.535 0.427 0.420
H 2.790 -1.940 0.424
H 2.103 -2.677 -1.064
C 2.275 6.312 3.061
O 1.705 5.588 1.988
C 2.419 4.565 1.396
S 3.952 4.180 1.964
S 1.613 3.847 0.126
H 1.488 6.980 3.418
H 3.140 6.895 2.731
H 2.609 5.649 3.861
*
```

=====

No. 3
Density functional theory data (wB97M-V/def2-TZVPD) for 7 unconnected molecules or ions with the total composition C45H37FN2O19PS.

Values from the calculation:
E = -111975.5696 eV
relative energy (zero: lowest compared OMol25 entry of this formula, charge and spin) = 1.7809 eV
maximum force = 5.25 eV/A
frontier orbital gap = 6.0654 eV

ORCA input file:
```
! RIJCOSX wB97M-V def2-TZVPD def2/J DEFGRID3
* xyz 1 1
C 2.627 -4.222 4.605
C 2.654 -3.702 3.111
C 1.169 -3.442 2.680
C 0.882 -2.134 2.124
C -0.500 -1.887 1.773
S -0.982 -0.309 1.063
O -1.620 -0.602 -0.184
O -1.746 0.541 1.932
F 0.400 0.488 0.745
C -1.360 -3.008 2.042
C -2.870 -2.843 1.725
O -3.159 -3.228 0.364
C -4.415 -2.768 -0.047
C -5.689 -2.763 0.834
O -4.491 -2.356 -1.154
N -0.880 -4.148 2.532
P -2.029 -5.520 2.773
O -2.952 -5.253 3.878
O -1.188 -6.870 3.216
O -2.777 -5.932 1.375
N 0.361 -4.469 2.885
H 1.719 -3.867 5.155
H 3.524 -3.883 5.169
H 2.599 -5.338 4.556
H 3.092 -4.526 2.494
H 3.254 -2.781 2.956
H 1.688 -1.396 2.000
H -3.559 -3.285 2.477
H -3.076 -1.737 1.758
H -6.585 -3.079 0.253
H -5.605 -3.441 1.721
H -5.841 -1.705 1.167
H -0.457 -6.936 2.560
H -2.049 -5.969 0.699
C -3.255 5.753 -0.628
C -3.999 5.734 0.480
C -4.060 4.529 1.348
O -4.735 4.508 2.354
C -3.261 3.352 0.930
C -2.526 3.380 -0.172
C -2.461 4.570 -1.035
O -1.778 4.575 -2.041
H -3.195 6.621 -1.272
H -4.586 6.588 0.796
H -3.311 2.479 1.567
H -1.939 2.525 -0.489
C 2.812 6.565 1.099
C 2.142 7.558 0.516
C 0.842 7.319 -0.156
O 0.230 8.219 -0.689
C 0.318 5.933 -0.151
C 0.989 4.942 0.432
C 2.286 5.181 1.102
O 2.895 4.272 1.637
H 3.762 6.721 1.594
H 2.511 8.576 0.504
H -0.629 5.773 -0.644
H 0.620 3.923 0.443
C 1.692 0.214 5.961
C 2.453 1.192 6.450
C 2.977 2.269 5.575
O 3.670 3.156 6.017
C 2.619 2.214 4.136
C 1.858 1.234 3.652
C 1.338 0.163 4.528
O 0.634 -0.740 4.082
H 1.301 -0.581 6.584
H 2.722 1.246 7.497
H 3.008 3.008 3.509
H 1.588 1.179 2.606
C 1.198 -1.376 -2.332
C 1.029 -0.581 -3.388
C 2.179 0.131 -4.001
O 2.031 0.856 -4.959
C 3.515 -0.080 -3.393
C 3.678 -0.875 -2.337
C 2.531 -1.583 -1.727
O 2.676 -2.313 -0.759
H 0.375 -1.903 -1.867
H 0.059 -0.417 -3.843
H 4.342 0.446 -3.853
H 4.646 -1.039 -1.879
C -0.331 3.056 -7.356
C 0.047 4.303 -7.628
C -0.168 5.402 -6.656
O 0.175 6.538 -6.905
C -0.820 5.058 -5.371
C -1.198 3.811 -5.100
C -0.982 2.714 -6.070
O -1.326 1.575 -5.820
H -0.182 2.241 -8.053
H 0.525 4.571 -8.562
H -0.969 5.872 -4.672
H -1.675 3.543 -4.166
C 1.011 -4.782 -3.172
C 0.329 -4.817 -2.029
C 0.348 -6.013 -1.164
O -0.282 -6.043 -0.114
C 1.151 -7.171 -1.606
C 1.835 -7.140 -2.748
C 1.819 -5.941 -3.621
O 2.440 -5.909 -4.658
H 1.009 -3.914 -3.820
H -0.266 -3.981 -1.684
H 1.150 -8.037 -0.956
H 2.428 -7.979 -3.090
*
```

=====

No. 4
Density functional theory data (wB97M-V/def2-TZVPD) for a molecular structure, C45H37GeN6O2Tc.

Values from the calculation:
E = -119002.2113 eV
relative energy (zero: lowest compared OMol25 entry of this formula, charge and spin) = 0.2984 eV
maximum force = 0.68 eV/A
frontier orbital gap (spin up / spin down) = 6.5136 / 6.5129 eV

ORCA input file:
```
! RIJCOSX wB97M-V def2-TZVPD def2/J DEFGRID3
* xyz 2 1
Tc 0.973 0.614 0.632
C 1.333 7.361 -0.811
C 1.318 5.856 -0.848
C 2.368 5.142 -1.434
C 2.349 3.763 -1.481
C 1.284 3.044 -0.943
N 1.274 1.617 -0.974
C 1.299 1.056 -2.272
C 0.982 1.808 -3.407
C 1.002 1.248 -4.667
C 1.327 -0.096 -4.873
C 1.300 -0.704 -6.249
C 1.615 -0.852 -3.755
C 1.602 -0.283 -2.484
N 1.796 -1.192 -1.382
C 2.723 -2.147 -1.449
C 2.670 -3.222 -0.582
C 1.544 -3.348 0.195
N 0.827 -1.172 -0.431
C 0.248 3.748 -0.344
C 0.272 5.138 -0.295
N -0.816 3.075 0.321
C -2.047 3.557 0.599
C -2.743 2.591 1.282
C -1.868 1.510 1.365
N -0.709 1.806 0.783
H 1.166 7.765 -1.810
H 2.300 7.731 -0.471
H 0.561 7.759 -0.154
H 3.210 5.681 -1.850
H 3.164 3.215 -1.938
H 0.720 2.851 -3.294
H 0.748 1.866 -5.520
H 1.837 -0.079 -6.961
H 0.272 -0.794 -6.607
H 1.748 -1.696 -6.259
H 1.799 -1.915 -3.859
H 3.463 -2.027 -2.226
H 3.451 -3.969 -0.600
H 1.377 -4.242 0.781
H -0.518 5.672 0.218
H -2.345 4.541 0.282
H -3.752 2.650 1.650
H -2.010 0.543 1.815
O 2.042 -0.948 4.161
C 1.962 -0.201 3.233
O 1.656 -0.594 1.988
C 2.172 1.273 3.307
C 2.681 1.859 4.442
C 2.972 3.214 4.411
C 2.752 3.902 3.233
C 2.217 3.240 2.141
N 1.898 1.939 2.169
H 2.856 1.239 5.310
H 3.382 3.713 5.279
H 2.993 4.953 3.144
H 2.053 3.772 1.223
C 0.591 -2.321 0.242
Ge -1.354 -2.748 0.704
C -2.074 -1.709 2.152
C -1.251 -1.287 3.201
C -1.790 -0.585 4.273
C -3.154 -0.320 4.315
C -3.984 -0.770 3.295
C -3.447 -1.458 2.215
C -2.018 -2.259 -1.048
C -1.708 -3.066 -2.148
C -1.993 -2.640 -3.439
C -2.578 -1.397 -3.646
C -2.880 -0.582 -2.563
C -2.598 -1.009 -1.270
C -1.298 -4.635 1.065
C -2.023 -5.536 0.285
C -2.024 -6.889 0.601
C -1.305 -7.348 1.695
C -0.594 -6.456 2.489
C -0.596 -5.103 2.180
H -0.189 -1.506 3.194
H -1.146 -0.265 5.084
H -3.574 0.216 5.157
H -5.051 -0.590 3.345
H -4.106 -1.809 1.428
H -1.241 -4.034 -2.001
H -1.767 -3.282 -4.281
H -2.812 -1.069 -4.651
H -3.341 0.385 -2.724
H -2.832 -0.357 -0.434
H -2.603 -5.188 -0.561
H -2.593 -7.583 -0.004
H -1.309 -8.402 1.940
H -0.050 -6.813 3.354
H -0.060 -4.414 2.827
*
```

=====

No. 5
Density functional theory data (wB97M-V/def2-TZVPD) for a molecular structure, C45H37GeO5PW.

Values from the calculation:
E = -125132.8481 eV
expectation value of S² = 2.09
relative energy (zero: lowest compared OMol25 entry of this formula, charge and spin) = 0.1003 eV
maximum force = 0.76 eV/A
frontier orbital gap (spin up / spin down) = 4.7923 / 3.7284 eV

ORCA input file:
```
! RIJCOSX wB97M-V def2-TZVPD def2/J DEFGRID3
* xyz -2 3
W 0.445 -0.294 0.154
O -0.473 3.063 2.784
C 0.104 2.437 1.893
O 0.248 1.162 1.843
C 0.661 3.255 0.720
C -0.435 3.351 -0.347
C 0.038 4.197 -1.552
C 0.916 3.178 -2.331
C 0.974 2.002 -1.332
O -0.430 2.029 -0.884
C 1.769 2.541 -0.094
C 2.611 1.594 0.772
O 3.451 2.112 1.498
O 2.431 0.313 0.650
H 0.965 4.225 1.100
H -1.418 3.597 0.047
H -0.810 4.535 -2.149
H 0.596 5.078 -1.224
H 0.431 2.842 -3.248
H 1.906 3.564 -2.585
H 0.567 0.402 -2.635
H 2.488 3.285 -0.438
C -1.992 -5.162 3.820
C -0.763 -4.806 3.282
C -0.619 -3.596 2.611
C -1.696 -2.727 2.460
C -2.925 -3.093 3.006
C -3.074 -4.301 3.681
P -1.399 -1.202 1.430
C -2.669 -0.080 2.126
C -3.437 0.712 1.273
C -4.287 1.684 1.782
C -4.368 1.896 3.153
C -3.589 1.130 4.009
C -2.748 0.150 3.497
C -1.976 -1.711 -0.213
C -3.182 -2.274 -0.599
C -3.373 -2.596 -1.947
C -2.358 -2.336 -2.855
C -1.163 -1.732 -2.446
C -0.930 -1.403 -1.110
H -2.107 -6.102 4.348
H 0.088 -5.470 3.388
H 0.334 -3.300 2.180
H -3.774 -2.423 2.908
H -4.038 -4.571 4.099
H -3.346 0.573 0.201
H -4.875 2.293 1.102
H -5.014 2.671 3.549
H -3.614 1.315 5.077
H -2.126 -0.429 4.172
H -3.960 -2.475 0.132
H -4.299 -3.056 -2.276
H -2.496 -2.599 -3.899
H -0.398 -1.533 -3.195
C 1.223 0.581 -1.771
Ge 2.923 0.163 -2.600
C 2.877 -1.722 -3.195
C 3.644 -2.145 -4.284
C 3.642 -3.473 -4.696
C 2.864 -4.408 -4.018
C 2.098 -4.005 -2.933
C 2.106 -2.674 -2.524
C 4.783 0.390 -1.962
C 5.749 0.689 -2.931
C 7.101 0.758 -2.614
C 7.518 0.527 -1.309
C 6.573 0.222 -0.337
C 5.221 0.150 -0.657
C 2.940 1.181 -4.316
C 3.608 2.399 -4.467
C 3.482 3.160 -5.624
C 2.674 2.717 -6.665
C 1.997 1.510 -6.537
C 2.132 0.755 -5.375
H 4.253 -1.425 -4.827
H 4.244 -3.779 -5.545
H 2.855 -5.444 -4.339
H 1.480 -4.721 -2.402
H 1.493 -2.372 -1.682
H 5.445 0.875 -3.960
H 7.824 0.995 -3.388
H 8.571 0.589 -1.051
H 6.880 0.046 0.688
H 4.506 -0.098 0.116
H 4.246 2.762 -3.664
H 4.012 4.103 -5.711
H 2.571 3.309 -7.568
H 1.359 1.157 -7.339
H 1.592 -0.184 -5.289
*
```